Molecular formula: C3H5O3S
Method: DFT, ωB97M-V/def2-TZVPD

The geometry in XYZ format:
```
12
Properties=species:S:1:pos:R:3:mulliken_charge:R:1
C 1.96880 -0.74704 -0.57217 0.83
C 1.30427 -1.15778 0.62132 -1.21
C -1.48200 -0.18872 -0.80050 0.25
O 2.14353 0.62394 -0.68957 -0.50
O 2.38313 -1.46498 -1.53129 -0.77
O -1.69633 0.56679 -1.67527 -0.41
S -2.75338 -0.90707 0.40176 -0.32
H 1.19976 -2.18458 0.87204 0.30
H 0.81738 -0.32901 1.25320 0.13
H -0.77815 -0.94068 -0.64895 0.29
H 1.74568 0.91240 0.19245 0.30
H -3.94542 -0.32531 0.41427 0.11
```

Calculated values
- Net charge: -1
- HOMO: -0.0976 hartree
- E_LUMO: 2.85 eV
- ΔE to the lowest compared entry with this formula, charge and spin: 193.7 kJ/mol
- 2S+1: 1

***

Molecular formula: H60O30
Method: DFT, ωB97M-V/def2-TZVPD

The geometry in XYZ format:
```
90
Properties=species:S:1:pos:R:3:mulliken_charge:R:1
O 2.56873 2.90344 -0.36002 -0.67
H 2.67183 3.62545 -0.95625 0.32
H 1.95131 2.24211 -0.72966 0.23
O -4.96873 -3.11353 -1.18045 -0.62
H -5.86461 -2.94140 -1.08219 0.28
H -4.58070 -2.32357 -1.58228 0.36
O -3.79527 -0.53940 2.41944 -0.67
H -2.89357 -0.35353 2.09517 0.34
H -4.14011 0.35844 2.68312 0.25
O -3.51932 -0.40071 -2.05522 -0.67
H -3.28440 0.31826 -2.69000 0.32
H -3.84300 0.09005 -1.25744 0.29
O -3.02483 2.32162 -3.19592 -0.71
H -3.17565 2.33710 -2.23185 0.38
H -2.27552 2.85380 -3.46571 0.30
O 5.52371 -0.86957 -3.47583 -0.58
H 6.21100 -1.37749 -3.95207 0.31
H 4.69362 -1.24316 -3.72353 0.34
O -2.37518 6.14014 0.10653 -0.72
H -1.62761 5.52780 -0.11043 0.41
H -3.02758 6.09704 -0.57127 0.31
O 1.62714 -4.81375 0.65756 -0.53
H 0.97256 -5.46707 0.42190 0.26
H 1.61698 -4.68709 1.59384 0.32
O 6.01063 -0.13845 -0.29321 -0.68
H 6.14005 -0.10920 -1.23684 0.30
H 6.06556 0.79965 -0.02598 0.31
O -0.71188 -1.18369 1.41562 0.28
H 0.24681 -1.16243 1.34362 0.13
H -0.77694 -1.58738 2.27594 0.07
O 1.90079 2.54401 -3.68888 -0.71
H 2.50857 2.13572 -4.32799 0.38
H 1.57218 1.88785 -3.08973 0.34
O 1.86797 -3.99478 3.51669 -0.73
H 0.87555 -3.87308 3.61481 0.40
H 2.29469 -4.23894 4.38197 0.28
O -3.36530 2.02147 -0.15302 -0.46
H -3.88842 2.84173 0.06315 0.26
H -2.50661 2.27404 0.21724 0.24
O -0.39296 3.82287 -3.24619 -0.57
H 0.35778 3.44425 -3.72268 0.30
H -0.20638 4.74761 -3.21741 0.26
O -4.18895 4.46566 1.32046 -0.56
H -3.61348 5.23855 1.35741 0.35
H -4.60767 4.35191 2.15732 0.25
O -2.16240 -1.32300 4.72212 -0.68
H -2.94708 -1.17211 4.11435 0.37
H -2.16849 -0.59471 5.36396 0.28
O 4.42385 -4.46874 -0.59909 -0.72
H 4.12504 -4.74329 0.23232 0.32
H 3.63480 -4.43012 -1.07970 0.32
O -1.30613 1.60470 2.04236 -0.47
H -1.14276 0.79545 1.55428 0.16
H -0.52542 1.67445 2.64532 0.26
O 1.07675 0.93932 3.65006 -0.62
H 1.47437 0.10963 3.37220 0.39
H 1.78591 1.54771 3.71551 0.27
O 0.32698 1.26714 -1.39873 0.01
H 0.66996 0.36761 -1.18171 0.25
H -0.56290 1.27121 -1.75104 0.09
O -1.01132 3.89707 -0.48969 -0.67
H -0.89351 4.01444 -1.43449 0.37
H -0.31257 3.40951 -0.04243 0.27
O 2.25195 -1.14404 2.52910 -0.66
H 2.79741 -1.39363 1.77689 0.27
H 2.15450 -2.02494 2.92271 0.36
O -4.21923 2.30755 3.58995 -0.69
H -4.01669 1.95846 4.42996 0.30
H -3.38450 2.20091 3.11009 0.34
O 3.88874 -2.00438 0.39596 -0.69
H 4.49668 -1.28956 0.24305 0.31
H 4.37610 -2.78939 0.06231 0.31
O -2.85513 -3.28143 1.24024 -0.63
H -3.50257 -2.63459 1.66424 0.30
H -3.14040 -3.40796 0.34983 0.22
O -0.99677 -3.20132 3.36957 -0.68
H -1.51178 -2.73727 4.03887 0.30
H -1.54814 -3.50583 2.62117 0.34
O -1.21522 -2.00524 -1.45405 -0.62
H -1.89673 -1.56890 -1.99199 0.29
H -1.36886 -1.94287 -0.49847 0.27
O 2.67762 -1.15115 -3.71898 -0.57
H 2.27444 -1.93449 -4.06088 0.25
H 2.38612 -1.13930 -2.78266 0.50
O 3.89080 1.09586 -5.00392 -0.71
H 3.43570 0.24206 -4.78989 0.36
H 4.76306 0.89621 -4.66099 0.34
O 1.63682 -1.23331 -1.13692 -0.87
H 2.26982 -1.66872 -0.54065 0.26
H 0.84835 -1.78131 -1.15989 0.36
```

Calculated values
- HOMO: -0.4021 hartree
- E_LUMO: 0.00 eV
- ΔE to the lowest compared entry with this formula, charge and spin: 52.7 kJ/mol
- 2S+1: 1